Formula: C23H31N3O2SiV
Source: OMol25
Level of theory: ωB97M-V with the def2-TZVPD basis set

```
! RIJCOSX wB97M-V def2-TZVPD def2/J DEFGRID3
* xyz 2 2
V 0.808 0.880 -0.190
C 4.209 3.407 1.599
C 3.062 2.738 0.928
N 2.866 1.473 0.767
O 3.803 0.580 1.198
C 1.996 3.553 0.277
C 2.018 5.014 0.006
N 1.094 2.742 -0.096
O 0.131 2.580 -0.925
H 4.999 2.742 1.938
H 3.839 3.957 2.467
H 4.664 4.132 0.924
H 4.544 1.048 1.616
H 3.026 5.354 -0.224
H 1.668 5.562 0.884
H 1.361 5.249 -0.828
C -0.799 0.888 1.025
Si -1.749 -0.472 0.097
C -0.511 -1.807 0.601
N 0.828 -1.121 0.565
C 1.610 -1.405 -0.652
C 2.821 -2.312 -0.430
C 2.387 -3.466 0.472
C 1.944 -2.944 1.852
C 1.592 -1.454 1.804
C -3.504 -0.733 0.564
C -3.848 -1.012 1.891
C -5.172 -1.219 2.241
C -6.162 -1.148 1.269
C -5.834 -0.870 -0.050
C -4.509 -0.662 -0.404
C -1.451 -0.188 -1.734
C -1.155 -1.287 -2.566
C -1.093 -1.151 -3.940
C -1.326 0.091 -4.525
C -1.653 1.181 -3.735
C -1.725 1.041 -2.355
H -0.561 0.565 2.041
H -1.228 1.889 1.042
H -0.487 -2.720 0.008
H -0.714 -2.107 1.628
H 2.015 -0.437 -1.083
H 0.948 -1.791 -1.421
H 3.641 -1.756 0.024
H 3.167 -2.667 -1.400
H 3.203 -4.179 0.576
H 1.570 -4.009 -0.010
H 2.750 -3.054 2.579
H 1.108 -3.531 2.230
H 2.496 -0.862 1.825
H 0.979 -1.162 2.655
H -3.085 -1.067 2.661
H -5.434 -1.436 3.267
H -7.196 -1.311 1.543
H -6.609 -0.816 -0.803
H -4.260 -0.449 -1.437
H -1.010 -2.272 -2.137
H -0.882 -2.012 -4.561
H -1.275 0.197 -5.601
H -1.872 2.138 -4.190
H -2.046 1.888 -1.763
*
```

For the molar mass, the calculation gives 460.55 g mol⁻¹. As for the expectation value of S²: 0.80. As for the total energy: -2442.5946 hartree. For the frontier orbital gap (spin up / spin down), the calculation gives 6.4 / 6.4 eV.